(1)
{"formula": "C12H14FNO", "method": "wB97M-V/def2-TZVPD", "elements": ["N", "C", "C", "C", "O", "C", "C", "C", "C", "H", "H", "H", "H", "H", "H", "H", "C", "C", "C", "F", "C", "C", "H", "H", "H", "H", "H", "H", "H"], "coordinates": [[0.01984, 1.47278, -1.75229], [-0.48194, 1.27069, -0.71978], [-1.19380, 0.85585, 0.47770], [-2.65085, 1.44728, 0.27122], [-3.05752, 2.56322, -0.00077], [-3.61099, 0.22584, 0.10915], [-2.82624, -1.00079, 0.36566], [-1.71338, -1.56602, -0.52560], [-1.38706, -0.65923, 0.63272], [-0.77515, 1.44204, 1.25441], [-4.44903, 0.43804, 0.91778], [-3.99918, 0.18825, -0.83328], [-3.42986, -1.74522, 1.06458], [-1.63504, -2.55250, -0.36462], [-1.71470, -1.08370, -1.44102], [-0.75202, -0.97939, 1.41973], [2.67133, 2.99079, -0.10093], [2.31384, 2.13788, 0.85127], [1.97968, 0.72130, 0.67236], [1.54073, 0.05924, 1.77836], [2.16086, -0.04669, -0.39771], [2.11502, -1.53983, -0.33154], [2.93920, 4.05758, 0.04280], [2.70150, 2.66230, -1.20704], [2.41447, 2.38217, 1.82622], [2.47433, 0.55136, -1.21908], [1.36562, -2.04407, -1.11443], [3.01032, -2.02725, -0.61804], [1.70740, -1.80980, 0.59464]], "forces_ev_per_a": [[-1.0905, -0.0681, 1.7916], [0.8176, -0.0222, -2.6878], [-1.4445, 0.8412, -1.6137], [-2.0130, 0.0148, -2.3437], [1.6942, -1.4362, 1.2138], [0.0856, 1.3796, 3.8815], [-1.0210, -2.5231, 3.0382], [-1.9155, 4.3005, 1.6476], [0.5660, 0.7896, 0.4572], [0.6651, -0.1533, 1.4262], [1.4685, -0.7685, -1.7573], [-1.4323, 0.5786, -2.5451], [1.7894, 1.3305, -1.5035], [0.8597, -3.3114, 0.0007], [0.4612, 0.1726, -2.1165], [0.0069, -0.8773, 0.7189], [0.0592, 0.1286, -2.3600], [0.0006, -0.9763, -2.3698], [0.5177, -0.9994, -0.8483], [-0.0770, 0.6562, 0.9833], [0.5307, 0.2488, 0.8698], [-2.7831, -0.1103, -3.2164], [-0.1502, -1.0144, 0.2959], [-0.2544, 0.5868, 1.9109], [-0.0604, 1.1200, 3.1309], [0.2783, -0.2991, -1.0085], [1.2131, 1.4109, 1.3548], [1.2267, -0.2541, 0.2577], [0.0015, -0.7450, 1.3917]], "total_charge": 0, "e_tot_ev": -18921.6768, "smiles": "N#C[C@H]1C(=O)C[C@H]2C[C@H]21.C=C/C(F)=C/C", "lumo_ev": 0.6377}

---

(2)
{"formula": "CH6N2OP2S", "method": "wB97M-V/def2-TZVPD", "elements": ["C", "N", "N", "O", "P", "P", "S", "H", "H", "H", "H", "H", "H"], "coordinates": [[1.57703, 0.56484, 0.91396], [-0.68487, -1.26417, -1.19874], [0.38826, 1.24002, 1.43782], [-0.26633, 1.61864, -0.94435], [-1.34671, -0.95306, 0.22452], [-1.42279, -2.02726, -2.45470], [-0.87513, 1.30096, 0.40081], [1.56740, 0.82341, -0.07939], [2.42058, 0.96482, 1.53967], [1.63216, -0.64297, 0.83741], [0.05670, 0.98543, 2.35988], [-2.75170, -0.57491, 0.07227], [-0.29461, -2.03575, -3.10917]], "forces_ev_per_a": [[0.7476, -2.2660, 2.7234], [-1.0416, -1.6154, -3.3039], [0.5524, -0.5284, 0.5313], [-0.9190, 0.0101, 1.4303], [-1.2386, 1.3730, 2.5518], [-0.8970, 1.4177, 3.3056], [-0.1228, -0.5337, -2.3246], [0.8423, 1.0148, -2.2930], [-0.4727, -0.6320, -1.1008], [-0.6107, 2.5195, 0.8625], [0.2083, -0.0132, 0.1311], [0.4771, -0.3992, -0.3335], [2.4746, -0.3471, -2.1800]], "total_charge": 0, "e_tot_ev": -35571.4454, "lumo_ev": [-1.3382, -1.3376]}

---

(3)
{"formula": "C2H3NO2S", "method": "wB97M-V/def2-TZVPD", "elements": ["O", "C", "S", "C", "N", "O", "H", "H", "H"], "coordinates": [[-1.07938, 1.64452, -0.04677], [-0.95282, 0.45099, -0.08469], [-2.34239, -0.64511, -0.00617], [0.31340, -0.31349, -0.11144], [1.39967, 0.34734, 0.05023], [2.47707, -0.48149, -0.03358], [-3.29527, 0.30613, 0.22094], [0.25357, -1.37906, -0.15231], [3.22614, 0.07017, 0.16379]], "forces_ev_per_a": [[0.3407, -0.1140, -0.1328], [-0.5373, 0.7072, 0.4299], [-0.7572, -0.1813, 0.0837], [0.6193, 1.2801, 0.3870], [-0.8465, -0.5536, -0.5000], [-0.2006, -0.6451, 0.0823], [0.6172, -0.2982, -0.1929], [0.2700, -0.6760, -0.2738], [0.4946, 0.4811, 0.1167]], "total_charge": 0, "e_tot_ev": -18540.8495, "smiles": "O=C(S)/C=N/O", "lumo_ev": -0.2037}

---

(4)
{"formula": "C7H14O2", "method": "wB97M-V/def2-TZVPD", "elements": ["C", "C", "C", "C", "C", "C", "C", "O", "O", "H", "H", "H", "H", "H", "H", "H", "H", "H", "H", "H", "H", "H", "H"], "coordinates": [[-1.07997, 0.61353, 2.01626], [-0.28083, 0.18387, -0.42782], [0.72687, 0.00691, 0.46541], [-0.73339, -0.38465, 3.06988], [2.02670, -0.84326, -3.07295], [-0.63868, 1.50059, -1.03148], [1.07957, -1.23305, -1.94445], [-2.39861, 0.61672, 1.59959], [0.73936, -2.36437, -1.74682], [-2.70679, -0.29463, 1.51896], [-0.75224, 1.63687, 2.15620], [-1.01622, -0.60862, -0.53277], [1.44636, 0.79896, 0.63910], [0.96188, -0.98463, 0.82785], [-1.38713, -0.29949, 3.95103], [-0.83564, -1.41071, 2.69479], [0.29719, -0.25028, 3.39822], [1.54580, -0.09068, -3.70026], [2.91367, -0.38165, -2.63402], [2.32047, -1.71493, -3.66902], [-0.78158, 1.39362, -2.10938], [-1.58015, 1.85804, -0.60759], [0.13333, 2.25185, -0.86075]], "forces_ev_per_a": [[-0.2070, 0.3248, 1.2930], [0.8868, -0.2079, -0.0701], [-0.8290, 0.2791, -0.4302], [-0.0952, -0.0311, 0.0417], [0.1100, 0.1452, 0.2114], [0.0710, -0.0912, -0.1137], [-0.4306, -1.3306, -0.9701], [0.1682, -0.2160, -0.3571], [0.3039, 0.9394, 0.1501], [0.0084, 0.0634, 0.0429], [0.0478, -0.0117, -0.0167], [0.1749, -0.0542, -0.1935], [-0.0433, 0.0051, 0.0973], [-0.0805, 0.0615, 0.1971], [0.0430, 0.0308, -0.0610], [0.0411, 0.0223, -0.0047], [0.0039, -0.0315, -0.0198], [0.0104, -0.0420, 0.0445], [-0.0271, 0.0258, -0.0295], [-0.1152, 0.0848, 0.1283], [-0.0487, 0.0624, 0.0207], [0.0004, 0.0066, 0.0079], [0.0066, -0.0349, 0.0315]], "total_charge": 0, "e_tot_ev": -11575.7580, "lumo_ev": [0.8996, 0.6207]}

---

Copy entry 1 word for word.
{"formula": "C12H14FNO", "method": "wB97M-V/def2-TZVPD", "elements": ["N", "C", "C", "C", "O", "C", "C", "C", "C", "H", "H", "H", "H", "H", "H", "H", "C", "C", "C", "F", "C", "C", "H", "H", "H", "H", "H", "H", "H"], "coordinates": [[0.01984, 1.47278, -1.75229], [-0.48194, 1.27069, -0.71978], [-1.19380, 0.85585, 0.47770], [-2.65085, 1.44728, 0.27122], [-3.05752, 2.56322, -0.00077], [-3.61099, 0.22584, 0.10915], [-2.82624, -1.00079, 0.36566], [-1.71338, -1.56602, -0.52560], [-1.38706, -0.65923, 0.63272], [-0.77515, 1.44204, 1.25441], [-4.44903, 0.43804, 0.91778], [-3.99918, 0.18825, -0.83328], [-3.42986, -1.74522, 1.06458], [-1.63504, -2.55250, -0.36462], [-1.71470, -1.08370, -1.44102], [-0.75202, -0.97939, 1.41973], [2.67133, 2.99079, -0.10093], [2.31384, 2.13788, 0.85127], [1.97968, 0.72130, 0.67236], [1.54073, 0.05924, 1.77836], [2.16086, -0.04669, -0.39771], [2.11502, -1.53983, -0.33154], [2.93920, 4.05758, 0.04280], [2.70150, 2.66230, -1.20704], [2.41447, 2.38217, 1.82622], [2.47433, 0.55136, -1.21908], [1.36562, -2.04407, -1.11443], [3.01032, -2.02725, -0.61804], [1.70740, -1.80980, 0.59464]], "forces_ev_per_a": [[-1.0905, -0.0681, 1.7916], [0.8176, -0.0222, -2.6878], [-1.4445, 0.8412, -1.6137], [-2.0130, 0.0148, -2.3437], [1.6942, -1.4362, 1.2138], [0.0856, 1.3796, 3.8815], [-1.0210, -2.5231, 3.0382], [-1.9155, 4.3005, 1.6476], [0.5660, 0.7896, 0.4572], [0.6651, -0.1533, 1.4262], [1.4685, -0.7685, -1.7573], [-1.4323, 0.5786, -2.5451], [1.7894, 1.3305, -1.5035], [0.8597, -3.3114, 0.0007], [0.4612, 0.1726, -2.1165], [0.0069, -0.8773, 0.7189], [0.0592, 0.1286, -2.3600], [0.0006, -0.9763, -2.3698], [0.5177, -0.9994, -0.8483], [-0.0770, 0.6562, 0.9833], [0.5307, 0.2488, 0.8698], [-2.7831, -0.1103, -3.2164], [-0.1502, -1.0144, 0.2959], [-0.2544, 0.5868, 1.9109], [-0.0604, 1.1200, 3.1309], [0.2783, -0.2991, -1.0085], [1.2131, 1.4109, 1.3548], [1.2267, -0.2541, 0.2577], [0.0015, -0.7450, 1.3917]], "total_charge": 0, "e_tot_ev": -18921.6768, "smiles": "N#C[C@H]1C(=O)C[C@H]2C[C@H]21.C=C/C(F)=C/C", "lumo_ev": 0.6377}